(1)
{"formula": "C36H63N9", "method": "the ωB97M-V functional and the def2-TZVPD basis", "de_lowest_ev": 0.635, "mol_weight_g_mol": 621.96, "e_tot_ha": -1902.2693, "smiles": "CCCC#N.CCCC#N.CCCC#N.CCCC#N.CCCC#N.CCCC#N.CCCC#N.CCCC#N.CCCC#N", "charge": 0, "largest_force_ev_per_a": 1.4, "multiplicity": 1, "lumo_energy_ha": 0.00982, "homo_energy_ev": -10.9752, "species": ["C", "H", "H", "C", "H", "C", "C", "C", "N", "H", "C", "H", "N", "H", "C", "C", "H", "C", "H", "C", "H", "C", "N", "N", "H", "H", "H", "H", "H", "H", "C", "H", "C", "H", "H", "H", "H", "C", "H", "N", "C", "C", "N", "H", "H", "H", "C", "H", "N", "H", "H", "C", "H", "N", "H", "H", "C", "H", "H", "H", "H", "H", "C", "C", "H", "C", "H", "C", "C", "H", "H", "H", "C", "H", "H", "H", "H", "C", "H", "C", "C", "H", "C", "H", "H", "H", "H", "H", "C", "H", "H", "C", "H", "C", "H", "H", "H", "N", "H", "C", "H", "C", "C", "C", "H", "H", "H", "H"], "positions_angstrom": [[3.241, 4.468, 1.880], [3.299, -1.599, -5.348], [-2.692, -5.626, 2.240], [-0.209, 0.771, 1.510], [1.555, -1.822, -5.702], [-1.874, -4.448, 0.609], [2.612, 4.410, 4.311], [-1.732, -0.209, -0.374], [4.042, 0.945, 2.381], [-3.802, -1.396, 2.826], [1.415, 4.528, -3.757], [-1.212, -5.249, 0.280], [3.448, 2.184, -5.092], [2.538, 2.263, 4.673], [4.278, 1.385, -0.175], [2.795, 1.248, -4.993], [2.586, -1.641, -7.851], [-1.883, -2.956, -4.044], [-5.733, 1.765, 3.760], [1.673, 3.996, -2.369], [0.837, 5.458, -3.763], [3.157, 0.801, -1.032], [0.644, -2.802, 2.408], [-1.068, 6.092, -1.398], [2.222, -1.069, -1.612], [1.812, 2.734, 3.148], [1.961, -0.201, -3.811], [0.754, 0.521, 4.393], [1.005, 3.059, 4.725], [-1.231, -4.792, 2.674], [-3.153, -4.332, -0.185], [-2.632, -4.937, -3.445], [2.567, -0.752, -7.218], [0.547, 1.143, 0.819], [-3.637, -2.715, -2.843], [2.097, 2.995, -2.458], [-4.858, 0.117, 5.301], [-0.399, 5.164, -1.448], [-3.041, -4.456, -1.268], [-4.005, -4.732, -6.236], [-4.479, 0.115, 4.276], [1.950, 3.042, 4.181], [-4.361, -2.042, 0.221], [2.215, 1.299, -0.785], [4.223, 5.578, 3.322], [4.295, 2.475, -0.260], [-3.847, -3.057, 0.038], [-1.739, 1.781, 0.456], [-7.749, -0.528, 3.265], [-1.352, -4.950, -4.698], [-3.299, -1.756, 4.416], [3.706, 4.618, 3.258], [2.755, -0.634, 3.161], [0.065, 0.126, -2.248], [1.770, -0.083, -7.535], [3.368, -2.079, 3.852], [4.155, 1.107, 1.251], [0.913, 0.269, -5.076], [-4.999, -1.947, 4.058], [4.511, 3.890, 3.408], [0.381, 0.083, 6.075], [1.859, 5.178, 4.123], [1.962, 0.053, -4.872], [1.943, -1.111, 5.144], [-0.291, 1.412, 2.388], [-2.145, -4.689, 2.092], [3.245, 1.108, -2.079], [-5.486, 0.786, 3.349], [-2.233, -4.427, -4.321], [-2.737, -1.221, -3.145], [0.822, 3.866, -4.397], [-5.068, 0.860, 2.346], [0.467, 3.984, -1.443], [-3.675, -1.900, -4.489], [2.343, 4.720, -4.294], [0.684, 3.815, -0.385], [-0.189, -0.938, 4.773], [-0.727, -0.022, -1.426], [3.054, 4.595, 5.286], [2.399, -1.130, -5.740], [-3.242, -4.590, -5.390], [-3.818, -5.179, 0.021], [-1.570, 0.762, 0.812], [-2.737, -0.105, -0.785], [3.549, -0.313, -7.408], [2.923, -1.058, 0.038], [-0.151, 3.107, -1.678], [3.945, -1.236, -1.363], [-6.764, 0.049, 3.270], [-1.303, -3.523, 0.508], [-1.103, -2.995, -3.279], [3.050, -0.728, -0.997], [0.080, -0.214, 1.880], [-4.133, -1.314, 3.863], [5.256, 1.041, -0.519], [-1.462, -2.565, -4.971], [-1.731, -1.228, 0.018], [2.848, 4.336, 0.810], [-2.388, 0.457, 1.469], [2.448, -1.498, 3.754], [1.803, -1.990, 5.772], [0.645, -0.307, 5.092], [-3.100, -2.144, -3.599], [1.437, -2.245, 3.018], [-3.562, 0.705, 4.350], [2.711, -0.467, 5.580], [-2.727, -3.899, 2.572], [2.465, 4.585, -1.899]], "forces_ev_per_angstrom": [[-0.1, 0.0, 0.3], [0.0, -0.1, 0.0], [-0.1, 0.1, -0.1], [-0.6, -0.4, 0.1], [0.3, -0.3, 0.3], [0.7, 0.4, 0.9], [-0.2, 0.3, -1.0], [0.0, 0.1, 0.3], [0.1, 0.0, 0.2], [-0.4, 0.1, -0.2], [-0.6, 0.4, -0.8], [-0.3, -0.1, -0.4], [0.3, 0.3, 0.0], [0.2, 0.0, -0.2], [0.3, 0.3, -0.5], [-0.4, -0.3, -0.2], [-0.4, 0.0, 0.1], [-0.2, -0.7, 0.0], [0.1, 0.2, -0.3], [0.7, 0.4, 0.2], [0.2, 0.1, 0.3], [-0.5, -0.2, -0.6], [-0.5, -0.3, -0.2], [-0.2, 0.3, 0.0], [-0.2, 0.0, 0.2], [-0.2, 0.1, -0.1], [0.0, -0.2, 0.0], [-0.1, 0.1, 0.0], [-0.2, -0.1, -0.3], [0.2, 0.1, -0.2], [-0.7, -0.6, -0.8], [0.2, 0.0, 0.1], [0.7, -0.4, 0.1], [0.2, 0.1, 0.2], [-0.4, 0.2, -0.2], [-0.2, -0.1, 0.2], [-0.2, -0.1, -0.1], [0.4, -0.2, -0.2], [0.4, 0.4, 0.0], [0.0, 0.1, 0.1], [0.6, -0.5, 0.5], [0.2, -0.1, 1.0], [0.3, -0.4, -0.1], [-0.1, -0.4, 0.5], [-0.3, 0.2, 0.2], [-0.1, 0.0, -0.1], [-0.2, 0.0, 0.2], [-0.3, 0.0, 0.1], [-0.7, -0.4, -0.1], [0.1, -0.1, 0.3], [-0.1, 0.3, 0.4], [0.9, -0.2, 0.0], [-0.3, 0.1, 0.1], [-0.3, 0.0, 0.3], [0.0, 0.0, -0.2], [-0.2, -0.3, -0.1], [-0.1, 0.0, -0.2], [0.1, 0.4, -0.2], [0.0, -0.2, -0.4], [-0.1, -0.2, -0.1], [0.1, 0.1, 0.0], [0.0, 0.1, 0.2], [0.1, -0.2, 0.4], [-0.1, 0.7, 0.0], [0.2, 0.2, -0.1], [-0.2, -0.3, 0.4], [0.6, 0.1, 0.1], [-0.3, -0.2, 0.2], [-0.3, 0.0, -0.8], [-0.2, 0.1, 0.0], [0.1, -0.3, 0.2], [-0.1, 0.2, -0.1], [-0.9, -1.0, 0.3], [-0.5, -0.1, 0.3], [0.1, -0.1, 0.1], [0.6, 0.1, -0.1], [0.0, 0.1, -0.1], [0.0, -0.2, 0.0], [-0.1, -0.1, 0.1], [-0.5, 0.3, -0.6], [0.1, 0.1, 0.2], [-0.2, 0.3, 0.4], [0.1, -0.1, -0.4], [0.1, 0.2, -0.2], [-0.2, 0.5, 0.1], [-0.3, -0.2, -0.1], [-0.2, 0.2, -0.3], [0.1, 0.3, -0.1], [1.1, 0.4, 0.1], [0.1, -0.1, 0.0], [0.0, 0.3, 0.0], [0.2, 0.3, 0.4], [0.0, 0.0, -0.2], [0.2, -0.2, 0.2], [0.0, -0.1, 0.1], [0.1, 0.2, 0.2], [0.4, -0.1, -0.2], [0.0, 0.0, -0.2], [0.1, 0.3, 0.3], [0.2, -0.2, 0.3], [0.2, 0.0, 0.0], [0.0, -0.3, 0.0], [1.2, 0.0, -0.1], [0.6, 0.1, -0.1], [-0.1, 0.2, -0.4], [0.1, -0.2, 0.2], [0.0, 0.1, -0.2], [-0.1, 0.1, 0.0]], "lowdin_charge": [-0.20, 0.11, 0.08, -0.08, 0.10, -0.26, -0.24, -0.18, 0.17, 0.04, -0.12, 0.11, 0.17, 0.07, -0.17, -0.23, 0.07, -0.26, 0.12, -0.27, 0.07, -0.26, 0.18, 0.14, 0.04, 0.05, 0.06, 0.04, 0.07, 0.05, -0.18, 0.10, -0.11, 0.06, 0.06, 0.07, 0.11, -0.24, 0.09, 0.14, -0.27, -0.12, 0.18, 0.08, 0.12, 0.10, -0.21, 0.11, 0.14, 0.12, 0.07, -0.19, 0.06, 0.20, 0.08, 0.12, -0.20, 0.11, 0.08, 0.12, 0.08, 0.11, -0.21, -0.24, 0.06, -0.11, 0.09, -0.18, -0.19, 0.05, 0.07, 0.11, -0.21, 0.08, 0.06, 0.08, 0.07, -0.18, 0.11, -0.25, -0.23, 0.13, -0.22, 0.10, 0.07, 0.06, 0.10, 0.08, -0.23, 0.08, 0.10, -0.09, 0.05, -0.12, 0.13, 0.11, 0.09, 0.20, 0.09, -0.19, 0.11, -0.11, -0.08, -0.22, 0.10, 0.11, 0.06, 0.09]}

(2)
{"formula": "C36H64ClF6N11O21P", "method": "the ωB97M-V functional and the def2-TZVPD basis", "de_lowest_ev": 0.569, "mol_weight_g_mol": 1167.38, "e_tot_ha": -4992.2498, "charge": 1, "largest_force_ev_per_a": 3.0, "multiplicity": 1, "lumo_energy_ha": -0.18230, "homo_energy_ev": -9.7085, "species": ["H", "F", "H", "C", "N", "C", "C", "H", "H", "H", "H", "H", "H", "H", "H", "H", "O", "H", "O", "C", "N", "H", "H", "C", "C", "H", "C", "F", "O", "O", "C", "C", "F", "H", "H", "C", "H", "C", "H", "C", "O", "F", "O", "C", "C", "H", "H", "H", "O", "C", "C", "O", "N", "O", "H", "H", "H", "H", "C", "F", "O", "H", "H", "C", "C", "C", "H", "C", "H", "C", "O", "N", "H", "C", "H", "C", "O", "H", "H", "H", "H", "H", "N", "H", "H", "C", "H", "N", "H", "C", "H", "C", "H", "Cl", "H", "N", "H", "H", "N", "O", "O", "C", "H", "C", "H", "N", "H", "C", "H", "C", "C", "O", "O", "O", "H", "H", "H", "H", "F", "C", "H", "O", "H", "H", "O", "N", "C", "H", "H", "N", "H", "H", "C", "H", "H", "H", "O", "P", "C", "O"], "positions_angstrom": [[3.512, 2.626, 0.596], [-6.276, -1.523, -1.043], [-3.825, 3.192, -0.860], [2.919, -2.614, 0.553], [-4.050, -2.872, 5.463], [-2.831, 2.540, 0.827], [-6.284, -0.328, -0.496], [-2.131, -2.228, -1.712], [-1.718, -2.097, 3.383], [10.384, -1.985, -2.976], [-0.792, 1.163, -4.736], [7.792, -2.984, 5.957], [8.479, -4.985, 1.235], [0.997, 3.197, -4.729], [4.243, -3.472, 2.083], [1.868, -0.998, -0.382], [7.229, -4.892, -1.032], [2.245, 1.839, -0.269], [-6.854, -2.804, -3.872], [-2.871, 1.275, -1.477], [7.120, -4.124, -0.096], [-1.121, 2.989, -1.836], [1.909, 0.986, 1.853], [5.648, 1.741, 6.727], [3.834, 1.372, -2.136], [-2.287, 4.242, 1.695], [4.216, 1.099, -0.687], [-7.611, 1.638, -0.470], [-1.399, -2.649, 0.120], [-7.370, -4.279, -5.351], [7.445, -4.655, 1.257], [6.756, -2.658, 5.984], [-6.421, -0.497, 0.821], [7.304, -3.864, 1.984], [-3.933, -1.677, -0.085], [1.216, 0.524, -4.795], [2.782, -0.508, -2.314], [-1.806, 3.258, -2.641], [3.499, 2.400, -2.228], [-1.958, -2.636, 1.387], [-4.811, -2.278, 6.190], [-7.624, 0.483, -2.277], [-10.038, 2.323, 3.770], [1.589, 7.509, -2.194], [-4.991, 0.424, -0.709], [6.619, -1.845, 6.687], [2.650, 7.294, -2.111], [-9.423, 1.462, 1.420], [0.449, 6.852, -4.103], [-1.463, -1.675, 2.421], [10.251, -2.857, -2.348], [-2.850, -2.681, 5.380], [5.789, 0.982, 8.000], [1.095, 5.319, -2.737], [-1.594, 3.234, -4.746], [-1.119, -0.987, -1.061], [-7.375, -5.686, -3.184], [1.421, 8.484, -2.634], [3.835, -1.387, 2.100], [-0.356, 2.392, 0.457], [6.775, -2.966, -0.179], [6.774, -5.486, 1.455], [-1.940, -0.709, 2.337], [-2.839, 2.103, -2.769], [3.767, -2.621, 1.660], [-0.711, 3.653, 0.733], [-5.083, -4.681, 5.210], [-3.146, -0.975, -0.329], [-9.940, 0.099, 2.458], [-7.555, 0.414, -0.979], [-11.955, 2.296, 2.781], [3.070, -0.609, 1.321], [4.673, 1.150, -2.783], [-3.764, -0.023, -1.425], [0.805, 2.924, -2.982], [-1.909, -1.688, -0.803], [5.565, 1.580, 9.026], [6.093, -3.488, 6.209], [3.540, 1.157, 2.348], [-3.825, 2.529, -2.917], [-1.863, 1.062, -1.155], [1.300, 0.943, -5.793], [-10.803, 1.950, 2.906], [-3.811, -4.347, 3.997], [-7.813, -4.253, -2.208], [-4.620, -3.927, 4.581], [-5.984, -0.603, -3.965], [0.994, 6.478, -3.088], [-0.403, -1.510, 2.355], [2.585, 0.652, -4.149], [6.344, 2.573, 6.767], [2.517, -1.372, 0.374], [-11.042, 0.737, 1.204], [-2.481, -0.942, -4.161], [-2.586, 1.529, -3.645], [10.592, -2.486, -0.947], [-5.552, 2.122, 0.292], [1.099, 7.426, -1.229], [-2.119, 3.811, 0.787], [0.087, 4.540, 0.906], [10.491, -3.364, -0.114], [3.160, 1.654, 0.280], [3.182, -0.162, -4.544], [2.653, 0.515, -2.635], [-2.346, 4.140, -2.324], [6.408, -2.170, 4.621], [2.646, -3.460, -0.032], [-10.261, 0.982, 1.913], [0.896, -0.505, -4.924], [0.366, 2.782, -3.959], [0.083, 1.285, -4.111], [6.119, -0.186, 7.923], [10.940, -1.348, -0.729], [-2.834, 1.820, 1.793], [3.097, 1.564, -4.429], [4.393, 0.038, -0.577], [-8.965, -4.899, -3.414], [-2.970, -0.329, 0.518], [-8.585, -0.251, -0.523], [2.935, 0.809, 1.531], [5.879, 1.076, 5.903], [-5.236, -0.012, -3.782], [-5.356, -3.450, 3.941], [4.385, -1.000, 2.932], [6.046, -1.017, 4.497], [-7.334, -3.874, -4.220], [-3.568, 2.214, -0.468], [-0.805, 4.574, -3.951], [10.921, -3.658, -2.644], [-4.862, 1.588, -0.228], [4.623, 2.093, 6.671], [-0.117, 0.861, -3.128], [-0.972, 3.513, -3.902], [9.217, -3.192, -2.354], [5.147, 1.621, -0.516], [1.770, 0.892, -2.122], [-2.812, -3.433, 1.654], [-4.181, -0.957, -3.006], [-7.919, -4.748, -3.166], [6.505, -2.956, 3.704]], "forces_ev_per_angstrom": [[-0.1, 0.4, 0.2], [0.2, -0.7, -0.7], [0.3, 0.2, -0.6], [0.2, -2.8, -0.4], [0.2, -0.2, -0.2], [0.2, -0.8, 0.7], [-0.2, 0.3, 0.3], [-0.1, -0.3, -0.3], [0.0, 0.0, 0.2], [0.0, 0.1, 0.1], [-0.3, -0.1, -0.1], [0.0, -0.1, -0.1], [0.0, -0.1, -0.1], [0.2, 0.0, -0.3], [0.3, -0.4, 0.2], [-0.3, 0.4, -0.2], [0.0, 0.0, -0.1], [-0.4, -0.2, 0.0], [0.0, 0.2, 0.1], [-1.0, 0.7, -0.5], [0.1, -0.1, 0.2], [0.2, 0.1, 0.2], [-0.2, 0.2, 0.2], [0.1, -0.1, -0.2], [-0.7, -0.9, 0.4], [-0.1, 0.5, -0.1], [-0.1, 0.6, -0.5], [0.3, 0.8, 0.3], [-0.2, 0.5, 0.4], [0.0, 0.0, -0.1], [0.0, 0.1, 0.2], [0.0, 0.1, 0.2], [0.0, 0.2, 1.0], [0.0, 0.0, -0.2], [0.1, -0.5, 0.3], [-0.3, 0.5, 0.1], [0.1, -0.4, -0.1], [-0.1, -0.9, 0.1], [0.4, 0.4, -0.3], [-0.3, -0.5, 0.2], [0.0, 0.1, 0.0], [0.2, 0.1, -1.0], [0.1, 0.0, 0.0], [0.0, 0.2, 0.0], [0.1, -0.1, -1.4], [0.0, 0.0, -0.1], [0.0, -0.1, 0.1], [0.1, 0.0, 0.1], [-0.1, 0.0, -0.1], [0.3, -0.2, -0.1], [0.0, 0.1, -0.1], [-0.1, 0.2, 0.1], [0.0, 0.1, -0.2], [0.1, 0.2, 0.1], [0.0, 0.1, -0.4], [0.2, 0.2, 0.1], [-0.1, 0.0, -0.1], [0.0, 0.0, -0.1], [1.0, 1.8, 1.8], [0.0, 0.1, -0.2], [0.0, 0.1, -0.1], [0.0, -0.1, -0.1], [-0.3, 0.3, -0.1], [0.6, 0.1, 0.0], [0.3, -3.0, -0.3], [1.5, 2.4, 0.3], [-0.1, 0.1, 0.1], [-0.8, 0.1, -0.9], [0.1, 0.0, 0.0], [-0.1, -0.3, 0.3], [0.0, 0.0, 0.0], [0.4, 2.0, 1.0], [0.3, 0.3, -0.2], [1.1, 1.0, 0.3], [0.7, 0.3, 0.1], [0.5, -0.3, -0.1], [0.0, 0.0, 0.1], [0.1, -0.1, -0.1], [0.6, -0.3, 0.3], [-0.4, 0.0, -0.3], [0.3, -0.3, 0.0], [0.0, 0.0, -0.4], [0.0, 0.0, 0.0], [0.0, 0.0, 0.0], [0.0, 0.0, 0.0], [0.1, -0.2, -0.1], [-0.1, 0.1, -0.4], [0.1, 0.1, 0.1], [0.6, 0.0, -0.1], [-0.3, -0.9, 0.3], [-0.1, 0.1, 0.1], [-1.7, 1.6, -1.4], [-0.1, 0.0, 0.0], [-0.2, 0.4, 0.3], [-0.1, -0.3, 0.0], [-0.1, 0.0, -0.2], [-0.3, -0.4, 0.1], [0.1, -0.1, 0.0], [0.5, -1.2, 0.6], [-1.7, -2.1, -0.4], [0.0, -0.1, 0.1], [0.8, -0.3, -0.2], [0.4, -0.1, -0.3], [0.5, 0.8, 0.3], [0.1, 0.4, 0.0], [0.0, 0.0, 0.0], [-0.2, -0.4, -0.3], [-0.1, -0.1, -0.1], [0.2, -0.4, 0.1], [-1.5, -0.7, 0.8], [1.0, 0.2, -0.5], [0.0, 0.0, 0.2], [0.0, 0.0, 0.1], [-0.3, 0.6, -0.7], [-0.2, 0.4, -0.2], [0.1, -0.2, 0.2], [0.0, -0.1, -0.1], [0.2, 0.0, 0.4], [-0.8, -0.6, 0.3], [-1.4, 0.3, -0.7], [0.0, -0.1, 0.0], [0.1, 0.6, 0.4], [-0.1, 0.0, 0.1], [0.1, 0.3, 0.1], [0.0, 0.1, 0.1], [0.0, 0.0, 0.0], [-0.1, 0.8, 0.6], [0.1, 0.4, -0.2], [-0.1, -0.1, 0.1], [0.4, 0.7, 0.8], [0.0, 0.1, 0.1], [-0.2, -0.2, 0.1], [-0.3, 0.5, 0.1], [0.0, -0.1, 0.0], [0.4, -0.1, 0.3], [-0.4, 0.0, -0.1], [-0.1, -0.1, -0.2], [0.0, -2.4, 0.0], [0.0, 0.1, 0.2], [-0.1, 0.0, 0.2]], "lowdin_charge": [0.11, 0.17, 0.16, -0.09, -0.44, -0.33, -0.41, 0.09, 0.07, 0.09, 0.06, 0.11, 0.10, 0.12, 0.09, 0.11, 0.05, 0.08, 0.01, -0.17, -0.45, 0.09, 0.11, 0.05, -0.20, 0.16, -0.18, 0.19, 0.01, 0.11, 0.04, 0.07, 0.19, 0.05, 0.13, -0.19, 0.10, -0.16, 0.11, -0.50, 0.07, 0.23, 0.07, 0.06, -0.05, 0.06, 0.10, 0.07, 0.09, 0.05, 0.05, 0.05, -0.44, 0.05, 0.12, 0.13, 0.11, 0.10, -0.11, 0.13, 0.06, 0.10, 0.07, -0.16, -0.10, -0.49, 0.10, -0.12, 0.10, -0.60, 0.09, -0.12, 0.11, -0.39, 0.09, -0.17, 0.08, 0.11, 0.12, 0.12, 0.13, 0.11, -0.46, 0.08, 0.09, 0.05, 0.03, -0.43, 0.09, -0.20, 0.10, -0.15, 0.10, 0.41, 0.04, -0.45, 0.20, 0.10, 0.18, 0.17, 0.05, -0.16, 0.12, -0.21, 0.11, -0.41, 0.10, 0.03, 0.10, -0.18, -0.25, 0.05, 0.07, 0.17, 0.11, 0.11, 0.11, 0.11, 0.22, -0.12, 0.07, -0.29, 0.10, 0.10, 0.06, -0.44, -0.13, 0.07, 0.10, 0.25, 0.10, 0.09, -0.19, 0.09, 0.11, 0.08, 0.14, 0.65, 0.06, 0.05]}